No. 1
{"formula": "C3H7NOS", "method": "ωB97M-V/def2-TZVPD", "orbital_gap_ev": 10.037, "e_tot_ha": -646.7073, "e_above_lowest_kj_mol": 12.2, "multiplicity": 1, "elements": ["S", "O", "N", "C", "C", "C", "H", "H", "H", "H", "H", "H", "H"], "xyz": [[1.57, 2.14, -0.99], [0.21, -1.97, 0.94], [-1.82, -1.14, 0.38], [-0.49, -1.02, 0.68], [0.05, 0.39, 0.53], [0.77, 0.52, -0.79], [2.81, 1.67, -1.14], [0.11, 0.31, -1.63], [-2.45, -0.36, 0.47], [-0.78, 1.09, 0.64], [0.72, 0.63, 1.36], [1.55, -0.23, -0.83], [-2.24, -2.05, 0.39]], "nbo_charge": [-0.044, -0.605, -0.827, 0.674, -0.503, -0.510, 0.130, 0.217, 0.391, 0.200, 0.239, 0.237, 0.401]}

---

No. 2
{"formula": "C4H8S", "method": "ωB97M-V/def2-TZVPD", "orbital_gap_ev": 8.480, "e_tot_ha": -554.9307, "e_above_lowest_kj_mol": 1153.1, "multiplicity": 1, "elements": ["S", "C", "C", "C", "C", "H", "H", "H", "H", "H", "H", "H", "H"], "xyz": [[1.86, -1.22, -0.13], [0.71, 1.20, 0.16], [-0.93, -0.26, -0.56], [0.38, -0.19, 0.10], [-1.79, -1.26, 0.06], [0.02, 1.40, 1.66], [-2.98, -1.00, -0.33], [3.03, 0.06, -0.81], [2.22, 1.30, 0.20], [-1.19, 0.91, -1.54], [0.02, -0.42, 1.13], [0.06, 1.55, -0.96], [-1.43, -2.06, 1.03]], "nbo_charge": [0.006, -0.491, -0.140, -0.639, -0.462, 0.186, 0.235, 0.128, 0.225, 0.219, 0.267, 0.206, 0.259]}

---

No. 3
{"formula": "C4H7IN2", "method": "ωB97M-V/def2-TZVPD", "orbital_gap_ev": 8.852, "e_tot_ha": -563.6844, "e_above_lowest_kj_mol": 336.8, "multiplicity": 1, "elements": ["I", "N", "N", "C", "C", "C", "C", "H", "H", "H", "H", "H", "H", "H"], "xyz": [[3.58, 0.64, -0.65], [1.97, -3.34, -0.14], [2.87, -2.60, -0.38], [0.13, 0.68, 0.39], [0.85, -0.61, 0.15], [2.09, -0.72, -0.22], [-1.12, 0.81, -0.48], [-1.82, 0.00, -0.27], [2.19, -4.34, -0.17], [0.80, 1.52, 0.19], [-1.62, 1.75, -0.27], [-0.86, 0.78, -1.53], [0.28, -1.52, 0.31], [-0.15, 0.73, 1.45]], "nbo_charge": [0.182, -0.355, -0.024, -0.419, -0.312, -0.101, -0.596, 0.203, 0.342, 0.213, 0.212, 0.209, 0.234, 0.213]}